100
Properties=species:S:1:pos:R:3:mulliken_charge:R:1 method="wB97M-V/def2-TZVPD" lumo_energy_ev=-0.41 smiles="CCCCN[C@H]1[C@@H](C(F)(F)C(F)(F)C(F)(F)C(F)(F)F)NC(=O)[C@@]1(I)c1cccnc1.CCOP(=O)(OCC)OCC.CCOP(=O)(OCC)OCC" homo_energy_ev=-9.5 orbital_gap_ev=9.072
C -3.8130 2.3539 2.9838 -1.014
C -5.1108 2.5082 2.1851 -0.799
C -5.0806 1.9200 0.7620 0.189
C -4.8345 3.0387 -0.2633 -1.172
N -4.9467 2.6791 -1.6690 -0.151
C -3.8636 2.0677 -2.3966 -0.613
C -2.7840 2.9618 -3.1456 -0.423
C -2.6719 4.4744 -2.9565 0.577
F -3.3990 5.0215 -1.9651 -0.286
F -3.1475 5.0463 -4.1014 -0.370
C -1.2215 5.0555 -2.8504 0.482
F -1.3529 6.3901 -3.0753 -0.366
F -0.4425 4.6045 -3.8338 -0.244
C -0.5533 4.9032 -1.4533 0.721
F 0.6290 4.2643 -1.6421 -0.280
F -1.2611 4.1530 -0.5954 -0.205
C -0.1863 6.2318 -0.7347 0.446
F 0.3599 5.8677 0.4390 -0.244
F 0.7277 6.9163 -1.3919 -0.232
F -1.2564 6.9522 -0.4417 -0.220
N -1.5651 2.1386 -3.1460 -0.006
C -2.0884 0.7950 -3.1620 0.158
O -1.8148 -0.0576 -3.9211 -0.507
C -3.0867 0.7787 -1.9511 -0.291
I -4.3769 -0.9413 -2.0231 0.135
C -2.0774 0.6500 -0.8182 -0.039
C -1.8778 1.5130 0.2458 0.780
C -0.8826 1.2064 1.1575 -1.124
C -0.0653 0.1022 1.0168 -0.814
N -0.2343 -0.7310 -0.0234 -0.084
C -1.2093 -0.4580 -0.8682 -0.615
H -4.0099 2.5537 4.0368 0.459
H -3.3391 1.3816 2.8716 0.234
H -3.1135 3.1354 2.6767 0.192
H -5.9718 2.1360 2.7380 0.414
H -5.2853 3.5824 2.0769 0.314
H -6.0937 1.5644 0.5515 0.522
H -4.4265 1.0571 0.6472 0.031
H -3.9299 3.6210 -0.0867 0.131
H -5.6430 3.7497 -0.0690 0.587
H -5.7785 2.1196 -1.7978 0.461
H -4.4057 1.6761 -3.2598 0.975
H -3.0860 2.8607 -4.1858 0.382
H -0.8900 2.3254 -2.4166 -0.042
H -2.5121 2.3752 0.3422 0.441
H -0.7401 1.8558 2.0131 0.512
H 0.7098 -0.1313 1.7339 0.436
H -1.3372 -1.1711 -1.6767 0.510
O 5.0844 -0.4216 -3.3131 -0.796
P 4.5958 0.1982 -2.0638 1.188
O 5.5100 1.5108 -1.7723 -0.332
C 5.9480 2.3587 -2.8333 -0.310
C 5.0708 3.5916 -2.9469 -0.929
O 5.1103 -0.8064 -0.9014 -0.343
C 5.5214 -2.1404 -1.2011 -0.234
C 7.0315 -2.2302 -1.2578 -1.146
O 3.3361 0.6072 -1.1377 -0.435
C 2.3112 1.4691 -1.6515 0.422
C 1.8674 1.0985 -3.0530 -1.022
H 5.9732 1.8240 -3.7842 0.290
H 6.9710 2.6544 -2.5967 0.365
H 4.0725 3.3276 -3.3056 0.128
H 5.5014 4.3060 -3.6495 0.445
H 4.9577 4.0760 -1.9764 0.249
H 5.0712 -2.4916 -2.1287 0.355
H 5.1425 -2.7751 -0.3974 0.323
H 7.4385 -1.5231 -1.9804 0.278
H 7.3500 -3.2367 -1.5335 0.384
H 7.4615 -1.9833 -0.2860 0.283
H 2.6505 2.5076 -1.6082 0.174
H 1.4626 1.3729 -0.9722 -0.331
H 2.6782 1.2399 -3.7766 0.465
H 1.0279 1.7157 -3.3729 0.275
H 1.5676 0.0497 -3.0959 0.302
O 1.3889 -6.2675 4.0645 -0.763
P 0.0118 -5.8078 3.7870 1.057
O 0.0710 -4.2149 3.4803 -0.293
C 1.1469 -3.6421 2.7338 -0.343
C 0.7501 -3.4158 1.2873 -0.912
O -0.7037 -5.8211 5.2413 -0.379
C -0.1462 -6.5475 6.3361 -0.277
C 0.6036 -5.6157 7.2642 -1.069
O -1.4183 -6.1069 3.0924 -0.403
C -1.4972 -6.3480 1.6789 -0.111
C -0.4302 -7.2984 1.1777 -1.161
H 2.0433 -4.2618 2.7890 0.339
H 1.3818 -2.6868 3.2069 0.303
H 0.6333 -4.3704 0.7656 0.255
H 1.5100 -2.8368 0.7630 0.379
H -0.1965 -2.8866 1.2229 0.215
H 0.4961 -7.3547 5.9864 0.331
H -0.9819 -7.0067 6.8679 0.337
H 1.3749 -5.0649 6.7261 0.277
H 1.0723 -6.1725 8.0773 0.371
H -0.0787 -4.8808 7.6939 0.276
H -1.4602 -5.3937 1.1467 0.151
H -2.4828 -6.7755 1.4966 0.340
H 0.5704 -6.8661 1.2884 0.346
H -0.5820 -7.5231 0.1223 0.388
H -0.4499 -8.2315 1.7427 0.347



81
Properties=species:S:1:pos:R:3:mulliken_charge:R:1 method="wB97M-V/def2-TZVPD" lumo_energy_ev=-10.60 homo_energy_ev=-13.4 total_charge=+2 orbital_gap_ev=2.751
C 4.9068 -1.8148 2.3968 -0.803
C 4.8001 -0.6144 2.2561 0.565
C 4.4724 0.7764 2.1484 -1.004
Nb 4.0650 1.5305 -0.0052 -1.361
C 1.8137 1.6692 0.2535 0.678
C 1.2614 3.1165 0.0316 -0.448
C 0.2382 3.4920 1.1241 -1.152
C -0.9117 2.4444 1.0938 1.195
C -2.3214 3.0687 1.1470 -1.373
C -3.3093 1.9327 1.4952 -0.583
C -3.3150 0.8753 0.3751 0.703
C -4.3447 -0.2508 0.5635 -1.197
Si -3.7694 -1.6212 1.7447 0.263
C -3.9419 -1.1712 3.5618 -1.084
C -4.8464 -3.1325 1.3465 -1.252
C -1.9752 -2.1569 1.3718 0.210
C -0.9050 -1.3002 1.5810 -0.235
C 0.3798 -1.6732 1.2750 -0.417
C 0.6694 -2.9103 0.7502 -0.715
C -0.3774 -3.7842 0.5646 -1.379
C -1.6626 -3.4100 0.8726 -0.213
C 4.0505 -0.5283 -0.9017 -1.340
C 2.9269 -1.4384 -0.4433 1.739
C 2.4017 -2.2312 -1.7317 -1.850
N 1.1258 -1.6927 -2.1500 0.258
C 1.1324 -1.1202 -3.5182 -0.897
C 0.1512 0.0398 -3.5534 0.517
C -0.9330 0.0431 -2.7095 -0.595
C -1.8047 1.1198 -2.7356 -0.092
C -1.6279 2.2094 -3.5683 -0.645
C -0.5638 2.2119 -4.4191 -0.610
C 0.3043 1.1206 -4.3967 0.194
O 1.3630 1.1220 -5.2742 -0.594
H 4.7727 -2.8504 2.6812 0.561
H 5.3843 1.3340 2.4408 0.640
H 3.6886 1.0894 2.8463 0.454
H 3.8058 2.2372 -1.6735 0.156
H 5.8331 1.6270 -0.4228 0.223
H 4.1958 3.2083 0.6954 0.194
H 1.2685 1.0034 -0.4305 -0.157
H 1.5981 1.3336 1.2806 0.050
H 2.0487 3.8564 0.0301 0.337
H 0.8074 3.1400 -0.9661 0.394
H -0.1167 4.5162 0.9857 0.489
H 0.7338 3.4241 2.1004 0.318
H -0.7949 1.8261 1.9911 0.108
H -0.8612 1.8410 0.1822 -0.412
H -2.3764 3.8715 1.8899 0.493
H -2.6218 3.4726 0.1720 0.287
H -2.9757 1.4729 2.4352 0.031
H -4.3219 2.3289 1.6216 0.431
H -3.5725 1.4317 -0.5415 0.469
H -2.3138 0.4623 0.2098 -0.567
H -4.5296 -0.7451 -0.4005 0.425
H -5.3191 0.1264 0.9001 0.510
H -3.4996 -1.9162 4.2319 0.368
H -3.4197 -0.2252 3.7631 0.332
H -4.9813 -1.0071 3.8659 0.372
H -5.8754 -2.8794 1.6190 0.352
H -4.7902 -3.3654 0.2774 0.319
H -4.4880 -4.0076 1.8981 0.367
H -1.0733 -0.3015 1.9772 0.400
H 1.1852 -0.9550 1.4417 0.617
H 1.6740 -3.2213 0.4793 1.003
H -0.1575 -4.7715 0.1703 0.441
H -2.4591 -4.1301 0.7117 0.378
H 5.0050 -1.0210 -0.6653 0.463
H 4.0826 -0.3876 -1.9968 0.586
H 2.0348 -0.9572 -0.0388 -1.238
H 3.2281 -2.2078 0.2692 0.533
H 3.1450 -2.2505 -2.5322 0.560
H 2.2575 -3.2842 -1.4547 0.531
H 0.4872 -2.4847 -2.1734 0.361
H 0.8651 -1.9081 -4.2323 0.335
H 2.1197 -0.6919 -3.7106 0.393
H -1.1284 -0.7666 -2.0163 0.414
H -2.6667 1.1078 -2.0757 0.386
H -2.3446 3.0209 -3.5306 0.471
H -0.4144 3.0646 -5.0712 0.483
H 2.1596 1.4610 -4.8464 0.309
Lu 5.2681 -1.8434 5.0658 0.544



88
Properties=species:S:1:pos:R:3:mulliken_charge:R:1 method="wB97M-V/def2-TZVPD" lumo_energy_ev="3.69 / 3.69" homo_energy_ev="-0.3 / -0.3" total_charge=-2 orbital_gap_ev="3.958 / 3.957" relative_energy_kcal_mol=0.0
Pd -0.3502 1.4794 0.8133 -0.213
I 0.6400 -0.5358 5.9607 -0.025
C -0.2083 0.8774 4.6399 -0.222
C -1.4365 1.4440 4.9688 -0.240
C -1.9320 2.3983 4.0949 -0.948
C -1.1908 2.7531 2.9729 0.408
N 0.0178 2.2165 2.6911 -0.450
C 0.4974 1.2731 3.5256 -0.483
H -1.9693 1.1633 5.8660 0.353
H -2.8864 2.8741 4.2858 0.391
H -1.5446 3.5346 2.3160 0.087
H 1.4757 0.8774 3.2856 0.561
N -0.8940 0.3437 -1.0094 -1.210
P -0.8264 -1.0659 -0.4295 0.383
N -0.9252 -2.2262 -1.7180 0.990
C -0.2753 -1.7640 -2.9527 -0.650
C -0.2828 -2.8581 -4.0254 -0.781
C -1.5860 -3.6481 -3.9613 -0.655
C -1.6879 -4.3727 -2.6071 -0.972
C -0.8572 -3.6530 -1.5310 -0.447
N 0.5039 -1.5795 0.5120 1.158
C 1.7688 -0.8518 0.4134 -0.071
C 2.8924 -1.7669 -0.0717 -0.522
C 3.0427 -2.9342 0.9069 -0.992
C 1.7123 -3.6793 1.0282 -0.592
C 0.5896 -2.7088 1.4135 -0.875
N -2.0917 -1.8065 0.5388 0.230
C -3.3741 -1.7735 -0.2107 -0.387
C -4.5607 -1.9094 0.7317 -1.137
C -4.6814 -0.6723 1.6291 -0.766
C -3.2867 -0.1126 1.9527 -0.046
C -2.2310 -1.2130 1.8898 -0.441
H 0.7597 -1.4360 -2.7731 -0.043
H -0.8186 -0.8850 -3.3001 0.381
H 0.5581 -3.5457 -3.8810 0.285
H -0.1519 -2.3952 -5.0064 0.453
H -1.6444 -4.3677 -4.7832 0.413
H -2.4191 -2.9488 -4.0745 0.287
H -1.3334 -5.4055 -2.7020 0.464
H -2.7351 -4.4183 -2.2955 0.270
H 0.1763 -4.0306 -1.5747 0.160
H -1.2475 -3.8963 -0.5424 0.317
H 2.0553 -0.4637 1.3986 -0.344
H 1.6278 0.0004 -0.2409 -0.184
H 3.8215 -1.1967 -0.1560 0.293
H 2.6406 -2.1542 -1.0665 0.193
H 3.3196 -2.5298 1.8892 0.328
H 3.8409 -3.6179 0.5993 0.463
H 1.7751 -4.4835 1.7715 0.381
H 1.4762 -4.1346 0.0647 0.154
H 0.8177 -2.3349 2.4286 0.321
H -0.3742 -3.2140 1.4566 0.485
H -3.3786 -2.5939 -0.9287 0.065
H -3.4657 -0.8433 -0.7872 0.352
H -4.4186 -2.8060 1.3457 0.296
H -5.4744 -2.0611 0.1490 0.445
H -5.2094 -0.9373 2.5521 0.341
H -5.2778 0.0945 1.1266 0.340
H -3.2845 0.3390 2.9465 0.024
H -2.9964 0.6620 1.2452 0.112
H -2.4745 -2.0018 2.6166 0.255
H -1.2668 -0.7917 2.1733 0.102
C -0.2766 3.4328 -1.8316 -0.292
As -1.0798 4.4812 -0.4291 1.021
C -1.3560 6.1491 -1.4339 -1.297
C 0.2525 5.0625 0.8396 -0.644
O -2.5714 4.1077 0.1705 -0.841
H 0.4712 4.0483 -2.3349 0.418
H -1.0702 3.1217 -2.5081 0.383
H 0.1768 2.5430 -1.4119 -0.442
H -0.4250 6.5423 -1.8484 0.356
H -1.8247 6.8962 -0.7938 0.347
H -2.0440 5.9077 -2.2447 0.358
H 1.0777 5.5089 0.2853 0.405
H 0.6398 4.2040 1.3797 -0.073
H -0.1917 5.7858 1.5235 0.388
S 2.7029 2.5603 0.5909 -0.357
C 3.9462 2.0684 -0.5153 0.279
C 5.3229 2.1986 -0.2086 -0.623
C 6.3148 1.8542 -1.1144 -0.404
C 5.9921 1.3405 -2.3702 -0.401
C 4.6463 1.1710 -2.6824 -0.582
C 3.6486 1.5196 -1.7824 -0.309
H 5.5877 2.5889 0.7673 0.322
H 7.3576 1.9910 -0.8417 0.304
H 6.7670 1.0770 -3.0804 0.347
H 4.3690 0.7605 -3.6490 0.347
H 2.6062 1.3733 -2.0472 0.147